[1]
Here is CH5N2O4S2 as an isolated structure at a distorted geometry from OMol25. Energies are from ωB97M-V/def2-TZVPD.

HOMO-LUMO gap	8.18	eV
highest occupied orbital energy	-4.540	eV
net charge	-1

```
14
Properties=species:S:1:pos:R:3:nbo_charge:R:1
C -1.562 0.334 -0.685 -0.17
N -1.632 0.212 -1.929 -0.67
N 1.511 -0.340 1.344 -1.11
O -2.913 1.340 0.764 -1.01
O -2.066 -2.178 -0.554 -0.94
O -1.766 2.886 -0.920 -1.02
O -1.273 -0.992 1.489 -1.00
S -1.573 1.947 0.246 1.43
S -2.289 -0.764 0.461 1.53
H -2.052 -1.841 -1.398 0.47
H -1.497 1.052 -2.494 0.38
H 1.732 0.585 0.897 0.35
H 0.587 -0.349 1.912 0.41
H 1.305 -0.934 0.613 0.35
```

***

[2]
Here is a 2-piece molecular cluster, CH5N2OP overall at a distorted geometry from OMol25. Energies are from ωB97M-V/def2-TZVPD.

HOMO-LUMO gap	10.56	eV
highest occupied orbital energy	-10.066	eV
net charge	0
SMILES	NP=O.C=N

```
10
Properties=species:S:1:pos:R:3:nbo_charge:R:1
N 1.519 1.205 -0.152 -1.21
P 2.810 0.265 -0.190 1.43
O 2.310 -1.088 0.051 -1.05
H 0.608 0.961 0.206 0.42
H 1.510 2.192 -0.520 0.41
C -1.593 -0.917 -0.107 -0.06
N -2.387 0.023 0.183 -0.60
H -0.924 -1.662 0.505 0.17
H -1.291 -1.022 -1.198 0.16
H -2.564 0.043 1.224 0.33
```

***

[3]
Here is a 2-piece molecular cluster, CH5N2P overall at a distorted geometry from OMol25. Energies are from ωB97M-V/def2-TZVPD.

HOMO-LUMO gap (alpha / beta)	6.96 / 6.96	eV
highest occupied orbital energy (alpha / beta)	-7.528 / -7.536	eV
net charge	0

```
9
Properties=species:S:1:pos:R:3:nbo_charge:R:1
C -1.602 -0.700 0.174 -0.03
N 2.377 0.777 0.047 -1.10
N -2.731 -0.425 -0.237 -0.60
P 1.947 -0.815 -0.012 0.34
H -0.695 -0.177 0.144 0.15
H -1.567 -1.674 0.809 0.14
H 1.692 1.453 -0.239 0.39
H 3.336 1.071 -0.036 0.39
H -2.756 0.489 -0.648 0.32
```

***

[4]
Here is a 2-piece molecular cluster, CH5N2S overall at a distorted geometry from OMol25. Energies are from ωB97M-V/def2-TZVPD.

HOMO-LUMO gap (alpha / beta)	8.02 / 8.35	eV
highest occupied orbital energy (alpha / beta)	-14.235 / -14.261	eV
net charge	+1

```
9
Properties=species:S:1:pos:R:3:nbo_charge:R:1
C -0.043 0.153 0.434 0.40
N -1.294 0.292 0.788 -0.69
N 0.419 -0.777 -0.366 -0.69
S 2.039 -0.844 -0.928 0.26
H 0.680 0.878 0.795 0.24
H -1.576 1.056 1.389 0.45
H -2.021 -0.348 0.489 0.43
H -0.217 -1.487 -0.728 0.43
H 2.013 1.076 -1.874 0.17
```

***

[5]
Here is a 2-piece molecular cluster, CH5N2S overall at a distorted geometry from OMol25. Energies are from ωB97M-V/def2-TZVPD.

HOMO-LUMO gap	9.28	eV
highest occupied orbital energy	-14.613	eV
net charge	+1

```
9
Properties=species:S:1:pos:R:3:nbo_charge:R:1
C -1.368 -1.366 0.403 0.41
N 1.253 0.146 -0.284 -1.11
N -1.178 -0.372 0.966 -0.39
S -0.369 0.964 1.435 0.46
H -1.445 -2.333 -0.063 0.30
H 1.010 -0.480 -1.112 0.39
H 1.599 1.025 -0.773 0.40
H 2.024 -0.212 0.277 0.40
H -1.251 1.130 2.651 0.15
```

***

[6]
Here is one molecule with the formula CH5N3 at a distorted geometry from OMol25. Energies are from ωB97M-V/def2-TZVPD.

HOMO-LUMO gap	9.37	eV
highest occupied orbital energy	-8.553	eV
net charge	0
SMILES	N=C(N)N

```
9
Properties=species:S:1:pos:R:3:nbo_charge:R:1
N -0.743 -0.923 0.919 -0.79
C -0.088 -0.157 0.120 0.57
N 0.083 1.204 0.232 -0.88
N 0.450 -0.817 -0.921 -0.83
H -1.190 -0.303 1.550 0.31
H -0.106 1.379 1.302 0.41
H 0.507 1.899 -0.457 0.42
H 0.907 -0.521 -1.810 0.39
H 0.180 -1.761 -0.937 0.40
```

***

[7]
Here is one molecule with the formula CH5N3 at a distorted geometry from OMol25. Energies are from ωB97M-V/def2-TZVPD.

HOMO-LUMO gap	10.20	eV
highest occupied orbital energy	-9.268	eV
net charge	0
SMILES	N=C(N)N

```
9
Properties=species:S:1:pos:R:3:nbo_charge:R:1
N 0.059 1.511 0.058 -0.74
C -0.107 0.240 -0.075 0.57
N 1.048 -0.740 0.079 -0.86
N -1.304 -0.366 -0.024 -0.86
H 1.105 1.757 0.014 0.33
H 1.887 -0.145 -0.001 0.38
H 0.850 -1.457 -0.482 0.37
H -1.483 -1.112 0.695 0.41
H -2.056 0.313 -0.264 0.41
```

***

[8]
Here is a 2-piece molecular cluster, CH5N3O overall at a distorted geometry from OMol25. Energies are from ωB97M-V/def2-TZVPD.

HOMO-LUMO gap (alpha / beta)	7.10 / 7.10	eV
highest occupied orbital energy (alpha / beta)	-7.946 / -7.946	eV
net charge	0

```
10
Properties=species:S:1:pos:R:3:nbo_charge:R:1
C -0.054 -1.027 0.073 -0.48
N -2.189 -0.091 -0.225 0.37
N 0.401 1.624 0.577 -0.97
N -1.036 0.014 0.028 -0.02
O -3.231 0.421 -0.314 -0.31
H -0.309 -1.816 0.823 0.22
H 0.008 -1.553 -0.888 0.21
H 0.807 -0.287 0.316 0.30
H 0.435 1.859 -0.432 0.33
H -0.241 2.373 1.118 0.35
```

***

[9]
Here is one molecule with the formula CH5N3O at a distorted geometry from OMol25. Energies are from ωB97M-V/def2-TZVPD.

HOMO-LUMO gap	8.90	eV
highest occupied orbital energy	-8.420	eV
net charge	0
SMILES	[H]/N=C(/N)NO

```
10
Properties=species:S:1:pos:R:3:nbo_charge:R:1
H 1.949 0.677 -0.755 0.31
N 1.529 -0.364 -0.482 -0.74
C 0.330 -0.305 -0.089 0.51
N -0.416 -1.364 -0.277 -0.80
N -0.101 0.927 -0.076 -0.32
O -1.132 0.928 0.808 -0.57
H -0.122 -2.143 -0.776 0.41
H -1.476 -1.208 -0.387 0.40
H 0.460 1.846 -0.080 0.38
H -0.817 0.841 1.910 0.42
```

***

[10]
Here is one molecule with the formula CH5N3O2 at a distorted geometry from OMol25. Energies are from ωB97M-V/def2-TZVPD.

HOMO-LUMO gap	10.23	eV
highest occupied orbital energy	-9.301	eV
net charge	0
SMILES	CN/[N+]([O-])=N/O

```
11
Properties=species:S:1:pos:R:3:nbo_charge:R:1
C -0.346 0.178 -1.718 -0.46
N 0.618 -0.006 -0.706 -0.45
N -0.003 0.260 0.653 0.41
O -0.970 1.013 0.671 -0.46
N 0.573 -0.300 1.609 -0.05
O 0.049 -0.222 2.905 -0.50
H -0.111 -0.443 -2.625 0.22
H -1.329 0.104 -1.204 0.24
H -0.155 1.209 -2.119 0.20
H 1.008 -1.010 -0.724 0.38
H 0.666 -0.782 3.256 0.48
```

***

[11]
Here is a 2-piece molecular cluster, CH5N3O2 overall at a distorted geometry from OMol25. Energies are from ωB97M-V/def2-TZVPD.

HOMO-LUMO gap (alpha / beta)	7.18 / 9.65	eV
highest occupied orbital energy (alpha / beta)	-8.721 / -9.420	eV
net charge	0

```
11
Properties=species:S:1:pos:R:3:nbo_charge:R:1
C -0.840 1.368 -0.128 -0.52
N 0.970 -1.659 -0.199 -0.51
N 1.218 -0.535 -0.808 -0.07
N 2.114 0.222 -0.051 0.56
O 2.414 1.331 -0.434 -0.34
O 2.479 -0.248 1.035 -0.45
H -0.653 1.258 0.973 0.19
H -0.621 2.123 -0.936 0.20
H -1.426 0.595 -0.509 0.14
H 1.468 -2.094 0.627 0.42
H 0.089 -2.015 -0.368 0.38
```

***

[12]
Here is a 2-piece molecular cluster, CH5N3O2S overall at a distorted geometry from OMol25. Energies are from ωB97M-V/def2-TZVPD.

HOMO-LUMO gap (alpha / beta)	9.34 / 4.79	eV
highest occupied orbital energy (alpha / beta)	-8.271 / -9.003	eV
2S+1	3
net charge	0

```
12
Properties=species:S:1:pos:R:3:nbo_charge:R:1
C 1.216 0.104 1.189 0.24
N -0.715 0.600 -0.002 -0.66
N 0.469 -0.205 0.291 -0.34
N 2.145 -0.881 1.774 -0.83
O -2.661 -0.937 -2.160 -0.76
O -2.631 1.218 -3.428 -0.69
S -2.103 -0.128 -3.197 1.45
H 1.336 1.139 1.619 0.13
H -0.695 1.334 0.707 0.33
H -1.475 -0.067 0.121 0.37
H 3.056 -0.491 1.968 0.38
H 2.059 -1.687 1.120 0.39
```

***

[13]
Here is a 2-piece molecular cluster, CH5N3O3 overall at a distorted geometry from OMol25. Energies are from ωB97M-V/def2-TZVPD.

HOMO-LUMO gap (alpha / beta)	6.24 / 7.37	eV
highest occupied orbital energy (alpha / beta)	-8.003 / -8.568	eV
net charge	0

```
12
Properties=species:S:1:pos:R:3:nbo_charge:R:1
C 0.447 0.983 -0.428 -0.48
N 0.304 -1.056 0.866 -0.57
N 1.063 -0.210 0.109 0.40
N 1.012 -0.509 -2.524 0.28
O 0.566 -1.339 -1.700 -0.47
O 0.784 -0.580 -3.690 -0.39
O 2.294 -0.216 0.356 -0.32
H -0.038 0.746 -1.388 0.26
H -0.208 1.483 0.233 0.23
H 1.259 1.584 -0.634 0.25
H -0.664 -0.996 0.580 0.39
H 0.772 -1.992 0.925 0.42
```

***

[14]
Here is a 2-piece molecular cluster, CH5N3O3 overall at a distorted geometry from OMol25. Energies are from ωB97M-V/def2-TZVPD.

HOMO-LUMO gap (alpha / beta)	6.04 / 9.74	eV
highest occupied orbital energy (alpha / beta)	-7.614 / -9.502	eV
net charge	0

```
12
Properties=species:S:1:pos:R:3:nbo_charge:R:1
C -1.368 -1.162 0.230 -0.26
N 0.759 1.741 0.281 -0.56
N 0.405 0.544 -0.194 0.12
N 2.821 -0.084 -0.247 0.45
O 3.503 0.919 -0.326 -0.39
O 3.182 -1.194 -0.588 -0.35
O -0.449 -0.103 0.669 -0.40
H -0.982 -2.231 0.421 0.20
H -1.666 -1.045 -0.822 0.20
H -2.237 -1.071 0.941 0.21
H 0.551 2.070 1.176 0.38
H 1.619 1.970 -0.098 0.40
```

***

[15]
Here is one molecule with the formula CH5N3OS at a distorted geometry from OMol25. Energies are from ωB97M-V/def2-TZVPD.

HOMO-LUMO gap (alpha / beta)	8.19 / 8.31	eV
highest occupied orbital energy (alpha / beta)	-9.753 / -8.981	eV
net charge	0

```
11
Properties=species:S:1:pos:R:3:nbo_charge:R:1
C -0.594 0.454 0.205 -0.14
N -0.711 -0.339 -0.844 -0.47
N 0.691 1.069 0.279 -0.78
N 1.396 -1.284 0.414 -0.94
O 3.135 0.285 -0.807 -0.89
S 2.176 0.078 0.272 1.64
H -1.270 1.299 0.013 0.25
H -0.964 0.081 1.158 0.18
H -1.374 -1.067 -0.982 0.35
H 0.775 1.825 1.008 0.40
H 1.523 -2.007 -0.320 0.39
```

***

[16]
Here is one molecule with the formula CH5N3OS at a distorted geometry from OMol25. Energies are from ωB97M-V/def2-TZVPD.

HOMO-LUMO gap	10.00	eV
highest occupied orbital energy	-9.447	eV
net charge	0
SMILES	NNC(=O)NS

```
11
Properties=species:S:1:pos:R:3:nbo_charge:R:1
N -2.279 -0.971 -0.199 -0.65
N -1.745 0.322 0.145 -0.48
C -0.438 0.615 0.059 0.74
O 0.006 1.718 -0.096 -0.60
N 0.334 -0.543 0.116 -0.81
S 2.029 -0.423 -0.093 0.18
H -1.572 -1.505 -0.653 0.37
H -2.576 -1.413 0.675 0.35
H -2.401 1.012 -0.204 0.40
H 0.134 -1.073 0.975 0.40
H 2.363 0.660 0.680 0.12
```

***

[17]
Here is one molecule with the formula CH5N3S at a distorted geometry from OMol25. Energies are from ωB97M-V/def2-TZVPD.

HOMO-LUMO gap	9.00	eV
highest occupied orbital energy	-8.634	eV
net charge	0
SMILES	[H]/N=C(\N)NS

```
10
Properties=species:S:1:pos:R:3:nbo_charge:R:1
H 2.272 -0.228 -0.178 0.32
N 1.561 -0.890 -0.029 -0.73
C 0.592 -0.149 -0.083 0.54
N 0.586 1.158 -0.037 -0.86
N -0.623 -0.866 -0.010 -0.78
S -2.029 0.028 -0.127 0.14
H -0.385 1.692 -0.364 0.41
H 1.318 1.755 0.389 0.42
H -0.422 -1.713 -0.541 0.41
H -2.869 -0.787 0.980 0.14
```

***

[18]
Here is one molecule with the formula CH5N3S at a distorted geometry from OMol25. Energies are from ωB97M-V/def2-TZVPD.

HOMO-LUMO gap	8.81	eV
highest occupied orbital energy	-7.771	eV
net charge	0
SMILES	NN/N=C/S

```
10
Properties=species:S:1:pos:R:3:nbo_charge:R:1
N 0.019 0.809 -1.797 -0.65
N -0.633 0.145 -0.646 -0.26
N -0.146 0.194 0.515 -0.23
C -0.498 -0.595 1.476 -0.22
S 0.324 -0.988 2.936 0.03
H 0.975 0.446 -1.995 0.34
H 0.177 1.783 -1.634 0.36
H -1.223 -0.697 -0.966 0.35
H -1.176 -1.466 1.423 0.16
H 0.954 0.234 3.114 0.13
```

***

[19]
Here is one molecule with the formula CH5N3S at a distorted geometry from OMol25. Energies are from ωB97M-V/def2-TZVPD.

HOMO-LUMO gap	9.37	eV
highest occupied orbital energy	-8.911	eV
net charge	0
SMILES	N/N=C\NS

```
10
Properties=species:S:1:pos:R:3:nbo_charge:R:1
N 0.912 -1.049 -0.505 -0.66
N 1.471 -0.060 0.360 -0.27
C 0.596 0.923 0.161 0.14
N -0.566 0.710 -0.568 -0.76
S -1.817 -0.334 0.042 0.19
H 1.468 -1.909 -0.221 0.34
H -0.136 -1.367 0.009 0.31
H 0.774 1.965 0.286 0.18
H -1.107 1.583 -0.981 0.41
H -1.595 -0.461 1.418 0.12
```

***

[20]
Here is an isolated ion of composition CH5N4 and charge +1 at a distorted geometry from OMol25. Energies are from ωB97M-V/def2-TZVPD.

HOMO-LUMO gap	10.79	eV
highest occupied orbital energy	-15.511	eV
net charge	+1
SMILES	[H]/N=N/[NH+]=C/N

```
10
Properties=species:S:1:pos:R:3:nbo_charge:R:1
H 0.776 -0.395 3.172 0.37
N 1.119 -0.413 2.286 -0.25
N 0.256 0.223 1.724 0.07
N 0.337 0.120 0.247 -0.42
C -0.645 0.302 -0.564 0.39
N -0.479 0.027 -1.860 -0.71
H 1.187 -0.283 -0.134 0.41
H -1.679 0.428 -0.253 0.25
H -1.301 0.274 -2.521 0.47
H 0.429 -0.283 -2.096 0.42
```